Record 1
This record from OMol25 describes a 3-piece molecular cluster, C6H15NO overall at a distorted geometry. The level of theory is ωB97M-V/def2-TZVPD.

Atoms and positions in Å:
C: 3.0996 0.6491 -0.5009
N: 1.8120 0.5420 -1.1813
C: -1.0208 -0.3030 -0.0898
C: -2.3559 0.1756 -0.4027
C: -3.3759 -0.0273 0.5354
C: -4.7049 0.2115 0.3456
C: 2.9788 0.5995 1.0493
H: 3.5597 1.6193 -0.6688
H: 3.6846 -0.2241 -0.8091
H: 1.7593 0.8511 -2.1319
H: -1.2222 -1.1950 0.5175
H: -0.3508 0.3086 0.5023
H: 1.3969 -0.3893 -0.9441
H: -2.5546 0.7706 -1.2896
H: -3.1599 -0.4443 1.5142
H: -5.4179 -0.1259 1.0813
H: -4.9826 0.7124 -0.5767
H: 2.1865 -0.0925 1.3358
H: 3.8255 0.0531 1.4716
H: 2.8784 1.6228 1.3938
H: 1.1790 -2.6956 -0.2663
H: -0.5392 -0.8250 -0.9290
O: 1.3246 -1.7934 0.0435

Forces on the atoms, in the same order (eV/Å):
C -0.43 -0.68 0.51
N -0.80 0.41 1.41
C -1.73 -1.97 -0.40
C 1.16 0.96 0.73
C -1.75 -0.27 0.90
C 1.46 0.19 -0.85
C -0.18 -0.98 -0.93
H 0.34 -0.16 -0.78
H 0.63 0.46 -0.03
H 0.31 -0.15 -0.28
H 0.35 0.13 0.75
H 0.43 0.49 -0.34
H 0.68 0.40 -0.52
H -0.16 -0.32 -0.23
H 0.60 -0.28 -0.26
H -0.23 0.32 -0.04
H -0.52 -0.21 0.10
H -0.50 0.47 -0.06
H 0.44 0.67 0.01
H -0.13 -0.11 0.61
H 0.19 0.02 0.08
H 0.68 0.91 -0.21
O -0.85 -0.32 -0.18

Computed properties:
- Gap between HOMO and LUMO: 3.75 eV
- E_HOMO: -7.12 eV
- LUMO level: -3.37 eV
- 2S+1: 1


Record 2
This record from OMol25 describes a 3-piece molecular cluster, C6H15NO overall at a distorted geometry. The level of theory is ωB97M-V/def2-TZVPD.

Atoms and positions in Å:
C: 0.1219 0.5844 1.0686
C: 0.1653 -0.6881 0.5342
C: -0.2894 0.5617 -1.2374
C: 1.2891 1.5141 1.1429
C: -0.9721 -1.6539 0.5878
C: 0.7471 -0.0411 -2.1530
N: -1.6061 0.3460 -1.6652
O: 0.6279 -0.5788 2.7676
H: -0.1457 -0.7886 3.3087
H: -0.8468 0.9769 1.3621
H: 1.1402 -1.1042 0.3090
H: -0.1192 1.6207 -1.0681
H: -2.3042 0.9557 -1.2638
H: -1.8489 -0.6126 -1.8757
H: 1.5025 1.6936 2.1965
H: 2.1831 1.0742 0.6980
H: 1.0819 2.4725 0.6576
H: -1.8950 -1.1811 0.9266
H: -0.7196 -2.4546 1.2828
H: -1.1503 -2.1194 -0.3884
H: 0.6724 0.4002 -3.1541
H: 1.7537 0.1436 -1.7789
H: 0.6121 -1.1212 -2.2578

Forces on the atoms, in the same order (eV/Å):
C 0.44 -0.84 1.47
C -0.64 0.91 -2.09
C 0.07 -0.99 0.18
C 0.07 -0.05 -0.03
C 0.07 0.10 -0.01
C 0.08 0.03 -0.08
N 0.58 0.31 0.07
O -0.25 0.67 0.10
H 0.11 0.06 0.02
H 0.00 -0.04 -0.02
H 0.00 0.14 -0.05
H 0.04 -0.06 0.23
H -0.09 -0.55 -0.03
H -0.31 0.30 0.19
H -0.07 0.00 -0.08
H -0.08 -0.02 0.00
H -0.02 -0.05 0.01
H 0.04 0.00 -0.02
H 0.01 0.07 0.01
H 0.01 0.03 0.01
H -0.04 -0.01 0.08
H -0.01 -0.05 0.02
H -0.01 0.05 0.03

Computed properties:
- Gap between HOMO and LUMO (alpha / beta): 7.59 / 7.59 eV
- E_HOMO (alpha / beta): -6.83 / -6.83 eV
- LUMO level (alpha / beta): 0.75 / 0.75 eV
- 2S+1: 1


Record 3
This record from OMol25 describes one molecule with the formula C6H15NO at a distorted geometry. The level of theory is ωB97M-V/def2-TZVPD.

Atoms and positions in Å:
C: -3.1287 -0.1925 -1.4567
C: -2.0996 -0.9456 -0.6257
C: -0.6402 -0.7783 -1.1374
C: 0.5874 -1.1203 -0.3061
C: 1.3971 0.1364 0.1744
N: 2.4729 -0.2683 1.0988
C: 0.4212 1.0095 1.0209
O: 1.0957 2.2270 1.3136
H: -3.8513 -0.9368 -1.8304
H: -2.7941 0.2497 -2.3986
H: -3.6734 0.5627 -0.8773
H: -2.3029 -2.0339 -0.5904
H: -2.0866 -0.8545 0.4683
H: -0.5454 0.2859 -1.4780
H: -0.6361 -1.2877 -2.1087
H: 0.2223 -1.4911 0.6529
H: 1.2199 -1.7868 -0.8823
H: 1.6559 0.5943 -0.7810
H: 3.4087 -0.2485 0.7128
H: 2.3143 -1.2399 1.3424
H: -0.4199 1.2373 0.3366
H: -0.0322 0.4693 1.8558
H: 2.0211 2.0781 1.1689

Forces on the atoms, in the same order (eV/Å):
C -1.05 -0.65 0.02
C 1.72 -1.50 0.85
C -0.75 1.47 -1.77
C -0.55 0.94 0.90
C -1.89 -1.59 0.63
N 0.35 -0.03 -0.68
C 0.52 0.50 -2.65
O -1.31 0.06 0.55
H -0.14 0.37 0.36
H 0.63 0.17 0.39
H 0.15 -0.13 -0.23
H -0.08 0.25 -0.77
H -0.40 1.27 -0.09
H -0.07 -0.55 0.36
H 0.29 -0.24 0.15
H 0.22 -1.05 -0.08
H 0.22 -0.34 0.45
H 0.69 0.73 0.50
H -0.09 0.14 -0.25
H 0.01 0.06 0.21
H 0.20 0.25 0.51
H 0.64 0.08 0.39
H 0.71 -0.21 0.22

Computed properties:
- Gap between HOMO and LUMO: 10.50 eV
- E_HOMO: -9.49 eV
- Structure (SMILES): CCCC[C@H](N)CO
- LUMO level: 1.01 eV
- 2S+1: 1


Record 4
This record from OMol25 describes a 2-piece molecular cluster, C6H15NO overall at a distorted geometry. The level of theory is ωB97M-V/def2-TZVPD.

Atoms and positions in Å:
C: 0.3052 -1.7698 -0.2661
C: 0.0688 -0.5451 0.2594
C: 1.1835 0.0233 1.1356
C: 0.8535 1.4466 1.4186
C: -1.5287 -0.4157 0.3072
C: -2.2118 0.9045 0.2717
N: -2.1077 1.6066 -1.1256
H: -0.3935 -2.4728 -0.6723
H: 1.3413 -2.1201 -0.4004
H: 2.0753 -0.0607 0.4411
H: 1.4269 -0.6416 1.9917
H: -0.0285 1.5171 2.0991
H: 1.7037 1.9461 1.8948
H: 0.5076 1.8620 0.5059
H: -1.9749 -0.8497 1.2213
H: -1.9438 -1.1319 -0.4518
H: -2.0191 1.6209 1.0099
H: -3.3693 0.7285 0.2147
H: -1.3915 1.0500 -1.6731
H: -1.9640 2.5745 -1.0658
O: 3.3420 -1.5314 -2.5157
H: 2.4613 -1.6207 -2.7120
H: 3.6635 -2.1205 -1.8884

Forces on the atoms, in the same order (eV/Å):
C 2.00 0.88 -0.56
C -2.23 -4.05 0.37
C 0.33 -0.59 -1.94
C -0.18 0.08 2.13
C 0.48 -0.32 1.00
C -3.57 0.78 -4.57
N 1.00 -3.80 0.63
H -0.63 0.17 -0.26
H -0.29 0.10 0.48
H -0.64 0.31 0.91
H -0.53 0.60 -0.32
H 0.72 -0.07 -0.21
H -0.31 0.37 -0.32
H 0.17 0.97 -0.85
H 0.84 -0.10 0.18
H 0.49 1.13 0.26
H 0.58 0.63 1.33
H 1.99 -0.05 1.05
H -0.96 1.68 0.73
H 0.76 1.25 -0.07
O 2.90 2.49 -1.31
H -3.17 -0.75 -0.28
H 0.27 -1.73 1.60

Computed properties:
- Gap between HOMO and LUMO: 9.75 eV
- E_HOMO: -8.92 eV
- Structure (SMILES): C=C(CC)CCN.O
- LUMO level: 0.82 eV
- 2S+1: 1


Record 5
This record from OMol25 describes C6H15NO2 as an isolated structure at a distorted geometry. The level of theory is ωB97M-V/def2-TZVPD.

Atoms and positions in Å:
C: -1.0552 -1.4532 -0.1759
C: 0.8394 -1.1325 -0.2642
C: 1.4160 -1.3653 1.1183
C: -1.7951 -0.9609 -1.3282
H: -1.3122 -0.9849 0.7658
H: -0.9793 -2.5318 -0.0812
H: 1.4583 -0.4959 -0.8886
H: 0.9382 -2.0341 -0.8684
H: 1.2749 -0.4995 1.7670
H: 2.4784 -1.6139 1.0690
H: 0.9146 -2.1986 1.6148
H: -1.3538 0.1092 -1.5054
H: -1.7020 -1.5782 -2.2184
H: -2.8237 -0.6954 -1.0904
C: 1.6960 1.8578 -0.2142
C: 0.2636 1.3867 -0.2276
N: -1.6713 1.3760 1.1362
O: -0.2462 1.5280 1.0397
O: -0.4677 1.5151 -1.2253
H: -2.0688 1.8164 0.3032
H: -1.9111 1.9706 1.9264
H: 2.2061 1.5227 0.6870
H: 2.2094 1.5132 -1.1066
H: 1.6915 2.9488 -0.2330

Forces on the atoms, in the same order (eV/Å):
C 3.85 0.57 0.91
C -2.38 -2.67 -0.18
C -0.15 -0.01 -0.02
C 0.38 2.84 -1.01
H -0.19 -0.06 0.04
H -0.08 -0.04 0.16
H -0.78 0.93 0.08
H 0.39 -0.42 0.19
H 0.11 0.06 0.01
H 0.05 0.10 0.08
H -0.01 -0.03 -0.06
H -1.07 -2.41 -0.41
H -0.17 0.02 -0.03
H -0.34 -0.55 -0.04
C 0.22 -0.73 0.11
C -2.10 3.68 -1.13
N -0.11 0.03 -0.13
O 0.22 -0.76 -0.51
O 1.78 -0.38 2.06
H 0.24 -0.02 -0.06
H 0.23 -0.01 -0.05
H 0.10 -0.01 -0.08
H 0.02 -0.05 0.01
H -0.20 -0.07 0.06

Computed properties:
- Gap between HOMO and LUMO: 9.86 eV
- E_HOMO: -9.05 eV
- LUMO level: 0.81 eV
- 2S+1: 1


Record 6
This record from OMol25 describes a 2-piece molecular cluster, C6H15NS overall at a distorted geometry. The level of theory is ωB97M-V/def2-TZVPD.

Atoms and positions in Å:
C: -1.8597 -0.7095 -0.0433
N: -0.7540 0.2706 -0.4305
C: 0.6584 -0.2559 -0.3529
C: 1.6657 0.9096 -0.1880
S: 3.1854 0.2173 0.6909
C: 0.9186 -0.9993 -1.6573
C: -3.2468 -0.1077 -0.0486
C: -3.5556 0.7018 1.1860
H: -1.5828 -1.1767 1.0637
H: -1.7737 -1.5132 -0.7534
H: -0.8502 1.0987 0.2954
H: 0.6997 -0.9324 0.5529
H: 1.3314 1.7176 0.4266
H: 2.0099 1.1352 -1.2020
H: 2.2826 -1.5830 0.3137
H: 1.9409 -1.5015 -1.6813
H: 0.8902 -0.2152 -2.4210
H: 0.0932 -1.7772 -1.7684
H: -3.2399 0.5006 -0.9667
H: -3.9247 -1.0016 -0.1080
H: -4.6012 1.0871 1.1224
H: -2.8162 1.5281 1.5974
H: -3.6313 0.0287 2.1120

Forces on the atoms, in the same order (eV/Å):
C 2.92 -0.24 2.36
N -0.88 1.76 2.26
C -1.90 0.27 0.87
C 1.36 -2.17 -0.05
S -2.41 -3.05 -1.19
C 0.14 -1.11 0.34
C 0.96 -0.56 -0.30
C -0.45 0.53 2.90
H -0.78 0.90 -2.48
H -0.17 -0.45 -0.22
H 0.41 -2.14 -1.90
H 0.17 0.53 -0.69
H -0.42 0.58 -0.01
H -0.24 0.75 0.40
H 2.26 3.10 1.03
H -1.33 0.54 0.01
H -0.21 -0.54 -0.25
H 1.25 0.98 -0.28
H -0.66 -0.21 0.21
H 0.19 1.15 -0.14
H 0.93 0.28 -0.02
H -1.39 -1.42 -1.55
H 0.25 0.52 -1.31

Computed properties:
- Gap between HOMO and LUMO: 8.06 eV
- E_HOMO: -8.84 eV
- LUMO level: -0.78 eV
- 2S+1: 1


Calculated energy above the lowest of the compared OMol25 structures with the same formula, charge and spin in order - 716.95, 484.86, 196.66, 338.24, 473.12, 376.75 kJ/mol
Calculated calculated total energy in order - -367.3582, -367.4466, -367.5564, -367.5025, -442.7010, -690.3979 a.u.